1.
Below is C40H68CrF3N3O16S2 as an isolated structure, with properties calculated with ωB97M-V/def2-TZVPD.

## Properties
2S+1: 4
expectation value of S²: 3.77
net charge: -1
largest force on an atom: 4.290 eV/Å
DFT total energy: -5073.5794 hartree
gap between HOMO and LUMO (spin up / spin down): 7.74 / 7.74 eV

Last column: Mulliken charge in e.
Element x y z (Å)
Cr -0.29211 -0.93034 0.36297  -1.168
S 1.96987 0.55860 -1.24378  0.674
O 2.83220 -0.05997 -2.24245  -0.994
O 2.66364 1.18051 -0.14719  -0.627
O 0.84993 1.35980 -1.73794  -0.614
O 1.19502 -0.66649 -0.56390  0.363
S 0.43819 -2.81478 1.95400  1.418
O -0.18646 -2.88137 0.51734  -0.437
O 1.72269 -3.41248 1.99889  -0.681
O 0.33718 -1.29732 2.12672  -1.034
O -0.55727 -3.46141 2.85271  -0.571
N 2.05439 -3.88728 -2.07930  0.098
C 3.03567 -3.29933 -2.69843  -0.338
C 2.94537 -3.60188 -4.02954  -0.822
C 1.74279 -4.36242 -4.16031  -0.477
C 1.19034 -4.54572 -2.93277  -0.676
H 1.85645 -3.75054 -1.10110  0.236
H 3.73460 -2.72895 -2.11052  0.588
H 3.40899 -3.08896 -4.88040  0.512
H 1.29712 -4.74650 -5.03345  0.497
H 0.36592 -5.12749 -2.53519  0.455
N 2.39245 0.35220 -5.10588  0.219
C 1.56024 -0.54530 -5.64039  -0.255
C 0.99936 0.11683 -6.69543  -0.571
C 1.49344 1.47471 -6.76075  -0.555
C 2.31369 1.57739 -5.69926  -0.623
H 2.68477 0.21244 -4.16286  0.364
H 1.45893 -1.58118 -5.28235  0.203
H 0.18161 -0.23393 -7.30023  0.371
H 1.16968 2.21383 -7.47267  0.526
H 2.87775 2.36351 -5.21660  0.456
N -1.19776 -5.65959 4.73323  0.141
C -1.43939 -6.90378 4.24272  -0.419
C -2.27308 -7.58891 5.10635  -0.491
C -2.47018 -6.74331 6.19632  -0.338
C -1.73544 -5.56742 5.96116  -0.537
H -0.48577 -5.05337 4.33621  0.210
H -0.97941 -7.24457 3.36017  0.430
H -2.52085 -8.64291 5.00726  0.348
H -3.03314 -7.05027 7.09622  0.334
H -1.70415 -4.64362 6.56778  0.328
C -4.28177 4.59646 0.03374  -0.893
C -5.32979 3.50233 -0.12558  0.062
O -5.94084 3.30574 1.25552  -0.292
C -7.07053 2.57819 1.22310  0.323
O -7.46640 1.95748 0.32330  -0.479
C -7.81582 2.73728 2.52686  0.818
F -7.29907 1.84416 3.41302  -0.226
F -7.75076 3.99103 3.02692  -0.234
F -9.16123 2.39192 2.50090  -0.264
H -4.06609 4.78652 1.08131  0.429
H -4.67020 5.62419 -0.25902  0.357
H -3.35621 4.40259 -0.47768  -0.077
H -4.85787 2.56536 -0.45760  0.052
H -6.14058 3.80453 -0.83313  0.447
C -3.82786 -0.73978 2.86120  -0.676
C -4.35501 -1.71917 1.87626  -0.659
C -3.03039 -2.24404 1.29008  -0.917
O -2.25432 -1.09094 1.13162  1.440
C -2.65275 -0.17439 2.19122  0.828
H -3.51764 -1.20519 3.86270  0.225
H -4.49255 0.06798 3.15377  0.454
H -5.01765 -1.23464 1.13898  0.178
H -4.97566 -2.50893 2.26484  0.454
H -3.17140 -2.77104 0.37569  0.398
H -2.57635 -2.86596 2.04365  0.333
H -2.97257 0.80433 1.77748  -0.451
H -1.80176 0.02310 2.85421  -0.287
C -0.61964 4.47464 -4.92614  -0.334
C -2.18453 4.41778 -5.02350  -0.650
C -2.59035 3.76427 -3.68641  -0.006
O -1.56125 4.09205 -2.74320  -0.363
C -0.32816 3.98741 -3.43040  0.008
H -0.25600 5.44743 -5.17600  0.393
H -0.26344 3.77300 -5.66014  -0.066
H -2.48595 3.84427 -5.90303  0.353
H -2.55751 5.39695 -5.14145  0.224
H -2.72846 2.67170 -3.82312  -0.148
H -3.49995 4.16442 -3.29751  0.411
H -0.10655 2.86808 -3.44144  -0.224
H 0.46369 4.51895 -2.87739  0.459
C 6.36940 0.18680 -0.00808  0.191
C 6.96895 -1.15599 0.27211  -0.663
C 7.25954 -1.05627 1.78882  -0.213
O 7.59434 0.32992 2.03880  -0.450
C 7.29609 1.08120 0.79893  -0.540
H 5.28070 0.10831 0.40216  -0.354
H 6.15980 0.47576 -1.01973  0.459
H 7.96939 -1.33645 -0.29901  0.255
H 6.33110 -2.01780 0.05083  0.336
H 8.11662 -1.63519 2.04546  0.406
H 6.36579 -1.30176 2.36818  -0.001
H 8.19209 1.31327 0.20929  0.308
H 6.93245 2.00479 1.14732  0.338
C 0.28055 3.03472 2.07642  -1.022
C -0.22967 3.40877 0.71833  -0.457
C -1.02698 2.17264 0.31463  0.362
O -0.41054 1.07233 1.04813  2.214
C 0.59231 1.57195 1.97883  -0.623
H -0.50394 3.19578 2.88218  0.286
H 1.12508 3.64051 2.36621  0.486
H 0.61317 3.58127 0.08476  0.292
H -0.91045 4.28722 0.76286  0.341
H -0.99936 1.98542 -0.76507  -0.940
H -2.02189 2.32273 0.71748  -0.136
H 1.59202 1.32526 1.69476  0.181
H 0.44519 1.08945 2.95060  -0.178
C -1.78504 -1.69312 -3.66831  -0.484
C -2.52723 -0.33193 -3.44816  -0.749
C -2.50222 -0.35420 -1.90203  0.114
O -1.24994 -0.91003 -1.52132  1.285
C -0.65433 -1.54823 -2.65919  -0.131
H -1.34561 -1.83600 -4.67194  0.397
H -2.44429 -2.52641 -3.43652  0.405
H -3.47054 -0.37987 -3.96436  0.398
H -1.89951 0.51826 -3.70799  0.027
H -3.28446 -0.88440 -1.36310  0.278
H -2.44621 0.67919 -1.48438  -0.426
H -0.07180 -2.40361 -2.29268  -0.862
H 0.05640 -0.73390 -2.96961  -0.043
C 3.50766 0.25462 5.53726  -0.603
C 4.69007 -0.19093 4.76745  -0.739
C 4.84879 1.05430 3.75266  0.223
O 3.65649 1.88546 3.99290  -0.512
C 2.68886 1.02801 4.55432  0.399
H 3.73029 0.95904 6.40277  0.275
H 2.96154 -0.61199 5.99004  0.302
H 4.47857 -1.05445 4.19674  0.337
H 5.55356 -0.26802 5.41779  0.370
H 4.84353 0.74590 2.67312  -0.307
H 5.78024 1.63362 3.96720  0.291
H 2.29449 0.46757 3.75650  -0.492
H 1.88279 1.67791 4.94464  0.428

2.
Below is a 2-piece molecular cluster, C36H50N2O3 overall, with properties calculated with ωB97M-V/def2-TZVPD.

## Properties
net charge: 0
largest force on an atom: 2.857 eV/Å
ΔE to the lowest compared entry with this formula, charge and spin: 188.1 kJ/mol
DFT total energy: -1736.8388 hartree
gap between HOMO and LUMO: 4.64 eV

Last column: Mulliken charge in e.
Element x y z (Å)
C 4.08566 -1.37774 3.54539  -1.257
C 3.28394 -0.37690 2.71270  0.373
O 1.96091 -0.92306 2.37984  -0.140
C 0.80370 -0.16748 2.29903  -0.181
C -0.38853 -1.04346 2.18412  2.514
C -1.67984 -0.43118 2.55442  -0.205
O -2.33227 -0.82855 3.53801  -0.744
C -2.33606 0.72328 1.81366  -0.886
C -3.61676 0.35807 1.03659  -0.636
C -4.83751 -0.16781 1.82636  -0.944
C -5.35047 -1.54283 1.31429  -0.887
C -5.28182 -2.70370 2.31044  -0.736
C -4.60485 -4.01025 1.86612  -1.211
C -3.10457 -3.90727 1.53823  0.026
C -2.20365 -3.78294 2.75212  -0.554
C -0.73266 -3.62017 2.31614  -0.698
C -0.09345 -2.36331 2.87818  -1.432
O 0.78958 1.05652 2.28471  -0.782
H 4.99807 -1.67560 3.01131  0.335
H 4.40892 -0.90788 4.48256  0.332
H 3.56065 -2.29870 3.82634  0.282
H 3.17054 0.58373 3.24704  0.371
H 3.79119 -0.20023 1.74737  -0.310
H -2.61736 1.50223 2.54182  0.497
H -1.59979 1.17032 1.14339  0.332
H -3.95739 1.25063 0.47653  0.218
H -3.35675 -0.39466 0.27638  0.377
H -4.58771 -0.18036 2.89470  0.538
H -5.66586 0.55444 1.70190  0.450
H -6.40557 -1.40541 1.03367  0.451
H -4.83149 -1.81231 0.39069  0.511
H -4.80183 -2.36583 3.23627  0.373
H -6.31163 -2.97598 2.57574  0.393
H -4.72784 -4.75018 2.67394  0.392
H -5.09249 -4.41575 0.97014  0.358
H -2.79515 -4.81586 0.98830  0.404
H -2.94849 -3.05946 0.84817  -0.195
H -2.49520 -2.93892 3.39236  0.260
H -2.29681 -4.68075 3.38041  0.470
H -0.15445 -4.48492 2.67840  0.416
H -0.65244 -3.58781 1.22017  0.037
H 0.99098 -2.52318 2.91370  0.090
H -0.43002 -2.29360 3.92789  0.516
C 7.42582 -1.24190 -1.65110  -0.563
C 6.99816 -2.62923 -2.15147  -0.604
C 5.47779 -2.71299 -2.00062  -0.759
N 5.03922 -1.38802 -1.61094  0.044
C 3.74057 -1.09049 -1.29596  1.240
C 2.71869 -2.07245 -1.28331  -1.320
C 1.45589 -1.79372 -0.78598  -0.503
C 1.08148 -0.45953 -0.50167  0.286
C -0.28332 -0.03852 -0.39137  -1.036
C -0.66822 1.08299 -1.22534  0.227
C 0.22067 1.72486 -2.14782  -0.394
C -0.07577 2.90560 -2.79870  -1.255
C -1.27241 3.61082 -2.49191  1.338
N -1.59653 4.84708 -2.96497  0.042
C -2.71629 5.58071 -2.40538  -0.604
C -2.85119 6.87218 -3.22061  -0.586
C -1.70268 6.86222 -4.23993  -0.545
C -0.92872 5.54039 -4.04904  -0.663
C -2.20958 2.94879 -1.65087  -0.441
C -1.97974 1.65253 -1.23056  -1.397
C 2.13945 0.49565 -0.39907  -1.031
C 3.40800 0.20980 -0.84591  -0.458
C 6.12535 -0.46952 -1.34459  -0.572
H 8.01591 -1.33391 -0.72998  0.267
H 8.02791 -0.71220 -2.40181  0.293
H 7.28146 -2.77530 -3.19651  0.284
H 7.45157 -3.41847 -1.55339  0.279
H 5.00748 -3.03536 -2.93661  0.308
H 5.16753 -3.44435 -1.23893  0.404
H 2.97182 -3.06716 -1.63997  0.493
H 0.70829 -2.58083 -0.65924  0.266
H -1.07160 -0.72835 -0.06633  1.365
H 1.16045 1.24521 -2.40561  0.484
H 0.62057 3.28404 -3.54230  0.428
H -3.65388 5.01258 -2.48038  0.274
H -2.53792 5.78693 -1.33420  0.390
H -3.82240 6.88369 -3.72900  0.286
H -2.79449 7.72203 -2.53559  0.276
H -2.10311 6.92978 -5.25826  0.286
H -1.03911 7.71295 -4.06805  0.267
H 0.14083 5.69621 -3.83431  0.331
H -0.97617 4.96172 -4.98379  0.307
H -3.14439 3.45710 -1.39989  0.295
H -2.79612 1.00838 -0.92609  1.080
H 1.92129 1.49264 -0.02082  0.406
H 4.17780 0.97988 -0.84113  0.405
H 6.10928 -0.13691 -0.28894  0.287
H 6.07694 0.43724 -1.97134  0.274

3.
Below is an isolated molecule of C3H2N2O2, with properties calculated with ωB97M-V/def2-TZVPD.

## Properties
net charge: 0
structure (SMILES): [H]/N=C(/C#N)OC=O
largest force on an atom: 1.633 eV/Å
ΔE to the lowest compared entry with this formula, charge and spin: 124.9 kJ/mol
DFT total energy: -375.4640 hartree
gap between HOMO and LUMO: 11.21 eV

Last column: Mulliken charge in e.
Element x y z (Å)
N -1.36575 -0.58012 -0.58113  -0.558
C -0.70093 0.32677 -0.03815  0.644
O 0.65190 0.47240 0.21733  -0.240
C 1.54146 -0.44013 -0.23542  0.232
O 1.28381 -1.41172 -0.88186  -0.489
C -1.36324 1.40110 0.66672  0.045
N -1.80935 1.68362 1.69083  -0.352
H -0.77744 -1.32805 -0.93181  0.354
H 2.53955 -0.12388 0.09348  0.364

4.
Below is C23H40F6Na4O27S2 as an isolated structure, with properties calculated with ωB97M-V/def2-TZVPD.

## Properties
net charge: +2
largest force on an atom: 1.823 eV/Å
DFT total energy: -4976.5172 hartree
gap between HOMO and LUMO: 7.24 eV

Last column: Mulliken charge in e.
Element x y z (Å)
Na 1.13427 18.70797 7.08887  1.001
Na 2.41294 12.24117 7.39485  0.889
Na 2.49723 14.02824 4.22837  0.685
Na 6.50181 15.11681 4.76630  0.856
C 4.75265 15.80229 8.15929  0.291
F 5.26850 14.59520 8.29059  -0.084
F 4.04228 16.04480 9.26490  -0.247
F 5.68642 16.70452 8.00204  -0.152
S 3.60844 15.80613 6.71664  0.646
O 4.47884 16.00484 5.57502  -0.655
O 2.96861 14.50315 6.63305  -0.098
O 2.67876 16.89416 6.99716  -0.581
C 5.73811 10.35501 5.33121  0.340
F 7.04214 10.43546 5.44098  -0.168
F 5.39565 9.91829 4.12620  -0.185
F 5.25192 9.49629 6.23141  -0.204
S 4.98616 12.00749 5.63216  0.914
O 5.92834 12.91393 5.00496  -0.551
O 3.67061 12.03209 5.00018  -0.625
O 4.90466 12.15914 7.07054  -0.567
C 8.02539 16.30266 11.07349  0.230
C 9.37020 15.55127 11.25446  -0.220
O 9.22526 14.90961 12.52770  -0.389
C 8.10874 15.33577 13.15444  0.563
O 7.84295 15.12032 14.28659  -0.511
O 7.34450 16.07439 12.30990  -0.260
H 7.48323 15.86829 10.23463  -0.326
H 8.12434 17.38260 10.98940  0.492
H 10.22531 16.21870 11.28025  0.305
H 9.45253 14.75555 10.52067  0.183
C 6.55104 10.51922 13.99887  -0.680
O 6.54019 11.17886 12.73408  -0.212
C 7.59961 10.93403 11.96990  0.501
O 8.49123 10.18713 12.21192  -0.570
O 7.57075 11.63639 10.81436  -0.284
C 6.65648 12.70084 10.65468  0.790
H 7.42244 10.83911 14.57094  0.331
H 6.57470 9.43911 13.88562  0.306
H 5.65972 10.84299 14.52558  0.186
H 6.72015 13.08887 9.64123  -0.620
H 6.83783 13.53452 11.33958  -0.279
H 5.63769 12.33373 10.79623  0.495
C 5.48771 12.69939 0.90262  -0.611
O 4.58141 13.78079 0.66688  -0.334
C 4.50394 14.66242 1.63958  0.685
O 4.54216 14.38853 2.82828  -0.137
O 4.34750 15.87599 1.12874  -0.377
C 4.37364 16.97477 2.01767  -0.412
H 5.53764 12.11472 -0.01226  0.299
H 5.17734 12.03271 1.70545  0.231
H 6.49806 13.06794 1.08891  0.313
H 3.95573 17.82007 1.48596  0.325
H 5.36373 17.20006 2.41632  0.240
H 3.75693 16.78224 2.90666  0.075
C 1.02267 14.82662 10.39058  -0.670
O 1.84128 14.25531 11.37092  -0.272
C 2.54625 13.17086 11.02405  0.784
O 2.46569 12.61261 9.95421  -0.589
O 3.31524 12.72113 11.97693  -0.292
C 3.36601 13.36506 13.27656  -0.610
H 1.59195 15.35884 9.62232  0.060
H 0.34909 15.53551 10.86560  0.416
H 0.40922 14.07593 9.88469  0.328
H 4.12970 14.13856 13.22042  0.203
H 3.73312 12.63151 13.98748  0.195
H 2.38200 13.70780 13.56693  0.404
C 9.05162 17.27576 7.05823  -0.738
O 8.98570 16.08603 7.81469  -0.161
C 8.80012 14.95236 7.15921  1.022
O 8.75426 14.84393 5.95115  -0.843
O 8.72930 13.97676 8.04159  -0.108
C 8.49570 12.65290 7.52527  -1.025
H 9.35595 18.08900 7.70890  0.272
H 8.09105 17.51458 6.59572  0.224
H 9.80825 17.20515 6.27410  0.338
H 9.26071 12.38615 6.80299  0.417
H 7.51073 12.59757 7.06429  0.371
H 8.49662 11.99574 8.38949  0.311
C 4.33504 17.57675 17.43386  -0.692
O 3.85535 17.02643 16.21854  -0.315
C 4.16887 17.66272 15.10262  0.736
O 4.79045 18.67695 15.00374  -0.543
O 3.63965 16.98755 14.07573  -0.222
C 3.96173 17.38626 12.78426  -0.443
H 3.67186 18.36283 17.80896  0.291
H 5.28159 18.09800 17.27466  0.332
H 4.41950 16.79041 18.17087  0.248
H 3.30735 18.21188 12.46788  0.389
H 3.75496 16.58472 12.07821  -0.081
H 4.97746 17.76491 12.68016  0.324
C -0.14450 14.88019 6.74251  -0.137
O -1.04372 14.03285 6.06106  -0.375
C -0.58334 12.97771 5.39988  0.866
O 0.57757 12.72580 5.11926  -0.567
O -1.60192 12.24582 5.03794  -0.368
C -1.32671 10.99985 4.38457  -0.638
H 0.17317 15.71764 6.11554  0.212
H 0.75647 14.38135 7.09153  -0.091
H -0.67363 15.25374 7.61868  0.356
H -0.75251 10.33391 5.02306  0.291
H -0.84408 11.16711 3.42475  0.290
H -2.29236 10.53938 4.19861  0.263